*P*
Here is a structure of composition C29H20Co2NO6 from the OMol25 dataset. Energies are from wB97M-V/def2-TZVPD.

Properties
* frontier orbital gap: 6.44 eV
* LUMO: 2.40 eV
* total charge: -1

Positions of all 58 atoms, in Å:
Co -1.953 4.095 0.319
Co -3.367 1.876 -0.272
O -5.148 0.475 -2.082
O -0.758 1.414 -1.551
O -3.880 4.346 -1.830
O 0.007 4.421 -1.870
O -2.157 6.989 0.823
O -3.438 -0.169 1.807
N 1.251 -4.073 -0.922
C 3.687 3.543 2.542
C -1.317 2.894 1.540
C -4.502 1.072 -1.335
C -2.043 5.844 0.689
C 0.986 2.793 2.311
C -2.690 2.915 1.434
C -0.680 4.246 -0.954
C 3.123 2.655 3.484
C 0.057 -1.505 -0.425
C -3.439 0.590 0.936
C -0.619 -5.225 0.189
C -2.638 -3.953 0.630
C -1.951 -2.781 0.320
C 2.870 4.135 1.569
C 1.157 -1.699 -1.422
C 2.728 -3.131 -2.623
C -1.962 -5.179 0.561
C -0.279 2.163 2.023
C -1.805 1.503 -1.060
C 1.791 2.278 3.368
C 1.505 3.878 1.552
C 0.045 -4.044 -0.229
C -0.606 -2.800 -0.059
C -3.276 3.753 -1.010
C 1.550 -0.631 -2.235
C 2.484 -0.800 -3.253
C 3.069 -2.063 -3.450
C 2.021 -5.315 -0.960
C 1.727 -2.976 -1.636
H -2.474 -1.822 0.329
H 4.755 3.774 2.558
H 1.848 -5.854 -0.022
H 3.804 -2.209 -4.241
H -3.405 3.088 2.232
H 2.739 0.041 -3.908
H 0.855 4.428 0.866
H 1.075 0.342 -2.082
H 3.705 2.264 4.324
H -3.698 -3.900 0.904
H 3.191 -4.107 -2.776
H 1.314 1.610 4.098
H 0.321 -0.816 0.448
H 1.761 -5.978 -1.801
H 3.292 4.779 0.792
H -0.418 1.117 2.354
H -2.495 -6.098 0.808
H -0.101 -6.182 0.158
H -0.714 -0.916 -0.935
H 3.096 -5.095 -1.026



*Q*
Here is a structure of composition C29H20Co2NO6 from the OMol25 dataset. Energies are from wB97M-V/def2-TZVPD.

Properties
* frontier orbital gap: 5.46 eV
* LUMO: 2.20 eV
* total charge: -1

Positions of all 58 atoms, in Å:
Co 2.091 -4.485 2.231
Co 1.779 -1.568 2.455
O 1.000 -4.921 -0.474
O 4.476 -0.613 1.855
O 4.962 -4.139 1.664
O 0.492 0.420 4.149
O 0.211 -1.205 0.011
O 1.755 -7.000 3.704
N -0.556 4.065 -2.778
C 1.973 -6.053 3.077
C -1.750 -3.058 2.624
C 0.983 3.293 -1.070
C 1.477 -4.784 0.573
C -0.567 -2.860 3.438
C -3.049 -4.161 0.885
C -0.548 2.842 -3.436
C -1.294 2.610 -4.617
C 0.246 0.545 -3.567
C 3.835 -4.302 1.881
C 3.389 -0.937 2.060
C -2.900 -2.276 2.931
C -1.263 1.371 -5.249
C -1.358 5.174 -3.276
C -1.851 -4.017 1.590
C -4.162 -3.370 1.180
C 1.707 4.794 0.687
C -0.486 0.328 -4.729
C -4.077 -2.425 2.210
C 0.156 5.570 -1.002
C 0.907 5.810 0.142
C 0.185 4.307 -1.630
C 1.046 1.938 -1.689
C 2.051 -3.194 3.570
C 0.869 -1.327 0.956
C 0.723 -3.209 3.144
C 0.225 1.781 -2.924
C 1.736 3.542 0.078
C 1.064 -0.312 3.452
H -0.461 6.369 -1.413
H 2.440 -3.297 4.585
H -4.940 -1.804 2.449
H 2.101 1.706 -1.928
H 0.868 6.793 0.612
H -1.911 4.882 -4.169
H -2.844 -1.567 3.766
H -1.911 3.388 -5.061
H 0.740 1.173 -0.942
H -0.733 -2.298 4.363
H -3.115 -4.916 0.105
H -1.850 1.222 -6.155
H -1.009 -4.695 1.412
H 2.296 4.984 1.581
H -5.085 -3.483 0.613
H -0.459 -0.639 -5.227
H 2.349 2.738 0.488
H -2.088 5.492 -2.513
H 0.850 -0.253 -3.137
H -0.713 6.030 -3.536



Stability summary: most stable *Q*, least stable *P*.



*P*
Here is a cluster of 2 separate species, C4H14N2O in total from the OMol25 dataset. Energies are from wB97M-V/def2-TZVPD.

Properties
* frontier orbital gap: 10.78 eV
* LUMO: -8.09 eV
* total charge: +2

Positions of all 21 atoms, in Å:
O -1.344 2.276 0.273
N -0.170 -2.405 -1.544
N 0.588 1.246 0.989
C 0.369 -1.046 0.427
C -0.733 -1.790 -0.320
C 1.203 2.404 1.108
C 0.635 0.335 -0.069
H 0.923 3.025 2.016
H -1.245 2.853 -0.594
H -0.004 -1.102 1.384
H -0.155 0.592 -0.859
H -0.899 -2.496 -2.189
H -0.976 -2.666 0.427
H 0.432 -3.357 -1.339
H -2.089 2.408 0.704
H 1.584 0.536 -0.679
H -1.640 -1.341 -0.669
H 1.217 -1.575 0.627
H -0.252 1.046 1.789
H 2.068 2.727 0.514
H 0.489 -1.668 -1.994



*Q*
Here is a cluster of 2 separate species, C4H14N2O in total from the OMol25 dataset. Energies are from wB97M-V/def2-TZVPD.

Properties
* frontier orbital gap: 11.39 eV
* LUMO: -6.91 eV
* total charge: +2

Positions of all 21 atoms, in Å:
O 1.358 1.820 1.727
N -2.723 0.117 0.422
N 1.705 0.565 -0.835
C -1.535 -0.141 -0.527
C 0.969 -0.705 -0.663
C -0.216 -0.612 0.270
C 1.350 -1.858 -1.201
H -1.245 0.602 -1.265
H -0.033 0.197 0.988
H 2.087 -2.039 -2.014
H -0.276 -1.494 0.934
H -2.360 0.047 1.382
H 2.686 0.342 -0.927
H 0.780 2.594 1.983
H 1.780 1.042 0.084
H -1.815 -1.153 -1.047
H -3.201 1.137 0.393
H 0.880 -2.832 -0.928
H 1.864 1.872 2.567
H -3.434 -0.599 0.303
H 1.378 1.096 -1.646



Stability summary: most stable *Q*, least stable *P*.



*P*
Here is a cluster of 2 separate species, C2H10N2 in total from the OMol25 dataset. Energies are from wB97M-V/def2-TZVPD.

Properties
* frontier orbital gap: 10.11 eV
* SMILES: CN.CN
* LUMO: 1.08 eV

Positions of all 14 atoms, in Å:
N -1.918 1.813 -2.675
N 3.518 3.888 0.452
C 2.259 3.220 0.343
C -2.935 1.767 -3.654
H 4.317 3.258 0.323
H 1.455 3.878 0.713
H -2.352 2.248 -1.853
H -3.742 1.136 -3.245
H 2.068 2.994 -0.719
H 3.644 4.322 1.374
H 2.233 2.277 0.914
H -2.563 1.305 -4.583
H -3.353 2.759 -3.897
H -1.530 0.919 -2.352



*Q*
Here is a cluster of 2 separate species, C2H10N2 in total from the OMol25 dataset. Energies are from wB97M-V/def2-TZVPD.

Properties
* frontier orbital gap: 10.06 eV
* SMILES: CNC.N
* LUMO: 1.10 eV

Positions of all 14 atoms, in Å:
N 1.367 -0.200 0.398
N -2.748 0.744 0.398
C 1.209 -1.519 -0.262
C 0.734 0.949 -0.321
H 0.382 -2.006 0.259
H 0.017 0.670 -1.081
H 0.475 1.617 0.481
H -3.293 1.586 0.236
H 2.344 -0.025 0.197
H 1.064 -1.718 -1.330
H 1.478 1.519 -0.894
H 2.104 -2.083 -0.004
H -2.851 0.203 -0.462
H -3.305 0.210 1.065



Stability summary: most stable *P*, least stable *Q*.



*P*
Here is a cluster of 2 separate species, C3H3NS2 in total from the OMol25 dataset. Energies are from wB97M-V/def2-TZVPD.

Properties
* frontier orbital gap: 7.89 eV
* LUMO: -1.61 eV

Positions of all 9 atoms, in Å:
S 2.510 -0.568 -0.409
S -0.258 1.708 -0.335
N -2.632 -1.306 -0.268
C -0.229 -0.091 -0.439
C 1.017 -0.503 0.289
C -1.453 -0.993 -0.216
H 0.450 2.033 1.527
H -0.248 0.230 -1.589
H 0.841 -0.511 1.440



*Q*
Here is a cluster of 2 separate species, C3H3NS2 in total from the OMol25 dataset. Energies are from wB97M-V/def2-TZVPD.

Properties
* frontier orbital gap: 8.23 eV
* LUMO: -1.56 eV

Positions of all 9 atoms, in Å:
S -2.666 -1.102 1.208
S -2.671 -1.294 -0.851
N -2.327 3.277 -0.285
C -1.869 -0.102 0.061
C -2.304 2.155 -0.141
C -0.443 0.178 -0.032
H 0.211 -0.766 0.177
H -0.327 0.803 -0.909
H -0.130 0.826 0.729



Stability summary: most stable *Q*, least stable *P*.